No. 1
The following is a DFT calculation (ωB97M-V/def2-TZVPD) of 4 unconnected molecules or ions with the total composition C8H22O3.

XYZ file:
```
33
Properties=species:S:1:pos:R:3:lowdin_spin:R:1
C 0.82 -1.97 -2.30 0.0034
C -0.32 -1.48 -1.53 0.0113
C -0.44 0.07 -1.50 0.0344
C 0.61 0.78 -0.61 0.0553
C 0.87 -0.60 1.32 0.3580
C 0.48 0.63 0.86 0.2915
C 0.29 1.86 1.63 0.0452
C 0.81 -1.14 2.69 0.0638
H 0.72 -1.84 -3.41 0.0011
H 1.11 -3.02 -2.21 0.0006
H 1.74 -1.42 -2.12 0.0004
H -1.29 -1.92 -1.78 0.0002
H -0.17 -1.63 -0.39 0.0046
H -0.49 0.50 -2.51 0.0005
H -1.47 0.39 -1.20 0.0004
H 1.57 0.39 -1.02 0.0225
H 0.75 1.84 -0.92 0.0000
H 1.08 -1.44 0.64 0.0052
H 0.86 2.67 1.23 0.0090
H 0.63 1.62 2.68 0.0029
H -0.72 2.23 1.77 0.0191
H 1.28 -0.50 3.52 0.0166
H -0.22 -1.21 3.01 0.0259
H 1.57 -1.93 2.87 0.0005
H -3.55 1.98 -0.39 0.0000
H -2.24 1.52 0.38 0.0002
O -3.14 1.83 0.50 0.0015
H -3.78 -0.47 -2.18 0.0000
H -3.37 -0.33 -0.73 -0.0001
O -3.48 -1.00 -1.42 0.0010
H 3.62 0.68 1.47 0.0002
H 2.47 1.55 0.79 0.0009
O 3.40 1.36 0.84 0.0239
```

Computed properties:
2S+1 ... 2
Energy ... -14784.6182 eV
Orbital gap (spin up / spin down) ... 0.361 / 0.229 Eh
HOMO level (spin up / spin down) ... -14.5 / -14.5 eV
Net charge ... +1
Lowest unoccupied orbital energy (spin up / spin down) ... -4.66 / -8.26 eV

No. 2
The following is a DFT calculation (ωB97M-V/def2-TZVPD) of a molecular structure, CH7BGaO2.

XYZ file:
```
12
Properties=species:S:1:pos:R:3:nbo_charge:R:1
C 1.86 0.01 0.37 -1.1103
Ga 0.29 0.45 -0.87 0.4313
B -1.51 -0.25 0.10 0.6950
O -2.14 -1.49 -0.09 -0.9580
O -2.18 0.50 1.06 -0.9352
H 1.72 -0.97 0.84 0.1856
H 1.93 0.75 1.18 0.1916
H 2.82 -0.02 -0.15 0.1898
H 0.20 2.07 -1.04 -0.3330
H 0.52 -0.26 -2.30 -0.3242
H -1.51 -2.21 -0.02 0.4823
H -2.00 1.43 0.91 0.4850
```

Computed properties:
Energy ... -58300.0189 eV
Orbital gap ... 0.277 Eh
HOMO level ... -3.8 eV
Net charge ... -1
Lowest unoccupied orbital energy ... 3.77 eV
Energy relative to the best compared isomer or geometry (same formula, charge and spin) ... 0.0 kJ/mol

No. 3
The following is a DFT calculation (ωB97M-V/def2-TZVPD) of 7 unconnected molecules or ions with the total composition CH11O12P.

XYZ file:
```
25
Properties=species:S:1:pos:R:3:nbo_charge:R:1
O 20.18 16.27 19.42 -1.1159
H 19.94 15.57 18.81 0.5181
H 20.72 16.96 19.03 0.2955
H 20.70 15.86 20.12 0.5171
C 23.13 13.44 24.32 0.8780
O 23.98 12.72 23.81 -0.8077
O 22.81 13.13 25.44 -0.8381
O 22.79 14.35 23.69 -0.7761
P 17.53 11.36 17.85 2.4383
O 18.36 10.87 19.07 -1.0290
O 18.31 12.44 17.10 -1.1567
O 16.19 11.99 18.43 -1.0677
O 17.13 10.15 16.94 -1.1973
O 23.37 13.99 14.84 -0.9945
H 23.44 14.09 13.89 0.4378
H 22.42 13.96 15.01 0.4695
O 23.02 19.69 17.46 -1.2310
H 23.07 20.49 17.99 0.3861
H 23.86 19.65 17.01 0.4279
O 18.37 15.47 12.40 -0.9827
H 18.49 14.99 13.22 0.4887
H 19.16 15.26 11.89 0.4430
O 22.97 20.03 24.12 -1.0292
H 22.25 20.16 23.50 0.4395
H 23.14 19.08 24.10 0.4863
```

Computed properties:
Energy ... -35058.5825 eV
Orbital gap ... 0.063 Eh
HOMO level ... 5.3 eV
Net charge ... -4
Lowest unoccupied orbital energy ... 7.04 eV

No. 4
The following is a DFT calculation (ωB97M-V/def2-TZVPD) of C6H10 in the gas phase.

XYZ file:
```
16
Properties=species:S:1:pos:R:3:nbo_charge:R:1
C 2.10 0.20 0.29 -0.6563
C 0.59 0.42 0.20 0.0161
C -0.08 1.46 -0.28 -0.2022
C -1.48 0.90 -0.27 -0.4429
C -0.84 -0.32 0.42 -0.1975
C -0.67 -1.61 -0.22 -0.6098
H 2.50 -0.55 -0.42 0.2207
H 2.65 1.13 0.07 0.2247
H 2.40 -0.13 1.29 0.2179
H 0.25 2.45 -0.53 0.1868
H -2.20 1.42 0.36 0.2017
H -1.92 0.75 -1.27 0.2070
H -1.30 -0.51 1.41 0.2058
H -1.82 -1.86 -0.29 0.2041
H -0.20 -1.59 -1.22 0.2066
H 0.02 -2.16 0.46 0.2173
```

Computed properties:
Energy ... -6381.6459 eV
Orbital gap ... 0.364 Eh
HOMO level ... -8.7 eV
SMILES ... CC1=CC[C@H]1C
Lowest unoccupied orbital energy ... 1.16 eV
Energy relative to the best compared isomer or geometry (same formula, charge and spin) ... 213.6 kJ/mol

No. 5
The following is a DFT calculation (ωB97M-V/def2-TZVPD) of 2 unconnected molecules or ions with the total composition C27H27F3N2O2S.

XYZ file:
```
62
Properties=species:S:1:pos:R:3:nbo_charge:R:1
C -0.50 -5.16 3.48 -0.6460
C -0.92 -4.02 2.60 0.0531
C -1.35 -2.83 3.19 -0.2383
C -1.70 -1.73 2.41 -0.1892
C -1.69 -1.83 0.99 -0.0740
C -2.01 -0.72 0.12 -0.6592
S -3.10 -1.05 -1.19 2.0803
C -3.96 0.59 -1.45 0.7349
F -4.54 0.60 -2.66 -0.3071
F -4.90 0.78 -0.50 -0.3113
F -3.09 1.65 -1.39 -0.3320
O -2.34 -1.31 -2.41 -0.9502
O -4.15 -1.97 -0.83 -0.9124
C -1.23 -3.04 0.41 -0.2147
C -0.83 -4.10 1.20 -0.2257
H -0.13 -6.00 2.87 0.2120
H 0.30 -4.85 4.17 0.2131
H -1.34 -5.52 4.10 0.2184
H -1.42 -2.76 4.27 0.2069
H -2.03 -0.79 2.86 0.2094
H -2.22 0.27 0.54 0.2371
H -1.17 -3.09 -0.67 0.2172
H -0.45 -5.01 0.75 0.2064
C 3.85 -0.41 4.40 -0.3975
N 3.66 0.56 3.33 -0.4593
C 4.34 1.83 3.49 -0.4009
C 2.69 0.37 2.36 0.1911
C 1.71 1.36 2.12 -0.2171
C 0.77 1.19 1.12 -0.1893
C 0.90 0.14 0.18 -0.1424
C 0.13 0.08 -1.04 -0.0062
C -0.11 1.20 -1.83 -0.1235
C -0.68 1.19 -3.19 -0.1040
C -1.00 0.21 -4.11 -0.1403
C -1.64 0.57 -5.30 -0.2284
C -1.91 1.91 -5.60 -0.1999
C -1.56 2.92 -4.70 -0.2749
C -0.89 2.54 -3.55 0.2065
N -0.44 3.35 -2.50 -0.3439
C -0.56 4.79 -2.42 -0.4046
C 0.08 2.57 -1.52 0.0693
C 1.86 -0.87 0.45 -0.1478
C 2.70 -0.80 1.55 -0.2462
H 3.24 -1.30 4.19 0.2150
H 4.91 -0.71 4.48 0.1883
H 3.54 0.01 5.37 0.1834
H 4.23 2.42 2.57 0.2115
H 3.95 2.42 4.34 0.1767
H 5.42 1.66 3.66 0.1981
H 1.69 2.26 2.76 0.2118
H -0.04 1.91 1.01 0.2099
H 0.03 -0.89 -1.53 0.2377
H -0.73 -0.81 -3.89 0.2332
H -1.94 -0.22 -5.99 0.2206
H -2.39 2.16 -6.55 0.2172
H -1.80 3.98 -4.87 0.2124
H -1.17 5.13 -3.27 0.2221
H -1.06 5.07 -1.48 0.2136
H 0.42 5.29 -2.45 0.2113
H 0.56 2.99 -0.64 0.2249
H 1.95 -1.71 -0.25 0.2207
H 3.42 -1.59 1.75 0.2220
```

Computed properties:
Energy ... -54497.1652 eV
Orbital gap ... 0.209 Eh
HOMO level ... -6.7 eV
Lowest unoccupied orbital energy ... -0.98 eV
Energy relative to the best compared isomer or geometry (same formula, charge and spin) ... 16.6 kJ/mol

No. 6
The following is a DFT calculation (ωB97M-V/def2-TZVPD) of C17H22N2 in the gas phase.

XYZ file:
```
41
Properties=species:S:1:pos:R:3:nbo_charge:R:1
C -0.60 1.30 -2.29 -0.4090
N -1.23 0.46 -1.22 -0.4735
C -2.54 1.04 -0.91 -0.4128
C -0.45 -0.09 -0.08 0.2693
C -0.02 1.13 0.77 -0.0562
C 1.01 1.99 0.34 -0.1633
C 1.37 3.09 1.07 -0.2289
C 0.74 3.37 2.27 -0.2199
C -0.32 2.59 2.70 -0.2069
C -0.70 1.45 1.95 -0.2161
C 0.78 -0.88 -0.56 -0.0606
C 0.74 -1.63 -1.76 -0.2211
C 1.85 -2.43 -2.13 -0.2061
C 2.95 -2.48 -1.30 -0.2312
C 2.97 -1.76 -0.13 -0.2229
C 1.91 -0.94 0.25 -0.1656
N -1.27 -1.09 0.67 -0.4733
C -0.66 -1.78 1.80 -0.4107
C -2.04 -2.08 -0.09 -0.4038
H -0.68 2.37 -2.04 0.1809
H 0.43 1.06 -2.44 0.2089
H -1.07 1.12 -3.23 0.2005
H -3.12 0.43 -0.25 0.2124
H -2.42 2.05 -0.49 0.1739
H -3.15 1.13 -1.81 0.1992
H 1.51 1.76 -0.58 0.2089
H 2.19 3.73 0.77 0.2129
H 1.09 4.17 2.90 0.2104
H -0.76 2.80 3.66 0.2122
H -1.54 0.83 2.29 0.2310
H -0.12 -1.53 -2.46 0.2316
H 1.77 -2.94 -3.12 0.2158
H 3.78 -3.05 -1.66 0.2133
H 3.86 -1.83 0.50 0.2121
H 1.98 -0.42 1.21 0.2172
H 0.10 -1.19 2.26 0.2091
H -0.21 -2.76 1.52 0.1768
H -1.44 -2.02 2.53 0.1978
H -2.57 -2.73 0.58 0.2029
H -2.72 -1.58 -0.78 0.2057
H -1.37 -2.67 -0.71 0.1795
```

Computed properties:
Energy ... -20965.0283 eV
Orbital gap ... 0.330 Eh
HOMO level ... -8.1 eV
SMILES ... CN(C)C(c1ccccc1)(c1ccccc1)N(C)C
Lowest unoccupied orbital energy ... 0.86 eV
Energy relative to the best compared isomer or geometry (same formula, charge and spin) ... 227.3 kJ/mol

No. 7
The following is a DFT calculation (ωB97M-V/def2-TZVPD) of 2 unconnected molecules or ions with the total composition C9H14.

XYZ file:
```
23
Properties=species:S:1:pos:R:3:nbo_charge:R:1
C 1.34 -0.54 2.43 -0.6173
C 0.39 0.40 1.57 0.0015
C -0.17 1.46 2.24 -0.2269
C -0.71 2.56 1.63 -0.2017
C -1.03 2.55 0.21 -0.2303
C -0.51 1.42 -0.41 -0.2035
C 0.37 0.49 0.22 -0.2249
H 1.40 -1.49 1.90 0.2096
H 1.06 -0.72 3.50 0.2172
H 2.30 -0.30 2.47 0.2103
H -0.03 1.49 3.37 0.2077
H -0.87 3.52 2.17 0.2119
H -1.32 3.48 -0.37 0.2296
H -0.76 1.36 -1.46 0.2048
H 0.90 -0.22 -0.36 0.2122
C -0.87 -1.80 -1.80 -0.6224
C 0.21 -2.09 -2.95 -0.6151
H -1.93 -1.98 -2.17 0.2158
H -0.49 -2.40 -0.85 0.2122
H -0.74 -0.68 -1.63 0.2082
H -0.13 -2.99 -3.38 0.2010
H 1.22 -2.25 -2.64 0.2006
H 0.32 -1.29 -3.69 0.1995
```

Computed properties:
Energy ... -9558.1030 eV
Orbital gap ... 0.369 Eh
HOMO level ... -9.1 eV
SMILES ... Cc1ccccc1.CC
Lowest unoccupied orbital energy ... 0.97 eV
Energy relative to the best compared isomer or geometry (same formula, charge and spin) ... 200.5 kJ/mol

No. 8
The following is a DFT calculation (ωB97M-V/def2-TZVPD) of a molecular structure, C34H33BrN6OPt.

XYZ file:
```
76
Properties=species:S:1:pos:R:3:lowdin_charge:R:1
Pt -0.72 -0.31 0.83 1.6217
C 2.87 0.78 2.97 0.0299
C 1.60 0.18 2.50 -0.2357
N 1.18 0.25 1.28 -0.0955
N 1.67 1.26 0.46 0.1287
C 0.64 2.00 0.13 -0.3868
O -0.61 1.64 0.40 -0.1622
C 0.83 3.30 -0.52 -0.1769
C -0.22 4.21 -0.56 -0.0265
C -0.03 5.44 -1.16 -0.0516
C 1.20 5.75 -1.74 -0.0468
C 2.24 4.84 -1.70 -0.0500
C 2.07 3.61 -1.08 -0.0186
C 0.59 -0.34 3.44 -0.2192
C 0.84 -0.65 4.75 0.0431
C -0.22 -0.98 5.59 0.0168
C -1.50 -0.97 5.07 0.0118
C -1.69 -0.65 3.74 -0.0613
N -0.67 -0.33 2.94 -0.0236
H 3.39 1.26 2.15 0.0914
H 3.51 -0.01 3.38 0.1101
H 2.69 1.50 3.76 0.1145
H -1.17 3.96 -0.12 0.1218
H -0.84 6.16 -1.19 0.1156
H 1.34 6.71 -2.22 0.1167
H 3.20 5.09 -2.15 0.1150
H 2.88 2.89 -1.05 0.1176
H 1.86 -0.64 5.12 0.1362
H -0.04 -1.23 6.62 0.1359
H -2.36 -1.21 5.69 0.1321
H -2.68 -0.66 3.29 0.0969
C 2.93 -2.41 -0.53 -0.0754
C 1.73 -2.37 -1.48 -0.1834
C 1.58 -1.05 -2.20 -0.1648
C 2.58 -0.67 -3.08 -0.0170
C 2.47 0.48 -3.84 -0.0289
C 1.33 1.25 -3.75 -0.0193
C 0.29 0.92 -2.89 -0.1646
C -0.93 1.80 -2.90 -0.1958
C -1.78 1.61 -4.16 -0.0605
C 0.45 -0.24 -2.10 -0.1722
N -0.64 -0.58 -1.21 -0.0420
C -1.82 -0.80 -1.73 -0.0257
C -2.95 -0.76 -0.91 -0.3238
C -4.33 -0.80 -1.10 0.0173
C -4.90 -0.48 0.13 -0.0341
C -3.86 -0.26 1.03 -0.1069
N -2.68 -0.42 0.40 -0.1467
H 3.02 -3.38 -0.05 0.0702
H 2.86 -1.63 0.24 0.0549
H 3.85 -2.23 -1.08 0.0799
H 0.80 -2.62 -0.96 0.0743
H 1.86 -3.15 -2.23 0.1298
H 3.45 -1.31 -3.19 0.1247
H 3.27 0.75 -4.52 0.1204
H 1.24 2.14 -4.35 0.1305
H -0.59 2.84 -2.87 0.1106
H -1.54 1.67 -2.00 0.0970
H -1.20 1.84 -5.06 0.0832
H -2.64 2.27 -4.14 0.0855
H -2.14 0.59 -4.27 0.0657
H -1.88 -0.97 -2.80 0.1578
H -4.84 -1.01 -2.02 0.1266
H -5.95 -0.41 0.36 0.1153
H -3.93 0.04 2.07 0.1053
Br 1.93 -4.94 2.90 0.8599
C 0.41 -4.27 2.04 -0.6501
C -0.66 -5.09 1.69 -0.0433
C -1.76 -4.52 1.09 0.0081
C -1.78 -3.16 0.84 -0.0662
N -0.74 -2.37 1.17 -0.0750
C 0.34 -2.92 1.75 -0.1798
H -0.62 -6.16 1.90 0.1296
H -2.61 -5.11 0.80 0.1331
H -2.64 -2.69 0.39 0.1073
H 1.17 -2.28 1.98 0.0874
```

Computed properties:
Energy ... -120056.9058 eV
Orbital gap ... 0.246 Eh
HOMO level ... -13.6 eV
Net charge ... +2
Lowest unoccupied orbital energy ... -6.93 eV
Energy relative to the best compared isomer or geometry (same formula, charge and spin) ... 79.2 kJ/mol

No. 9
The following is a DFT calculation (ωB97M-V/def2-TZVPD) of a molecular structure, C30H34As2F6KN5O4S5SeTe.

XYZ file:
```
89
Properties=species:S:1:pos:R:3:lowdin_charge:R:1
K 1.05 1.39 -2.73 0.6284
F 0.59 4.99 -3.00 0.0312
C 0.23 5.20 -1.66 -0.6789
F -0.75 4.29 -1.47 0.0834
F -0.28 6.37 -1.49 0.1783
S 1.71 4.87 -0.70 0.4462
O 1.08 4.64 0.61 -0.3423
O 2.40 6.10 -0.85 -0.3168
N 2.42 3.67 -1.31 -0.4435
S 3.61 3.78 -2.57 0.6640
O 3.18 2.56 -3.40 -0.7095
O 4.89 3.55 -1.79 -0.5592
C -9.04 1.62 1.08 -0.3964
F -8.73 2.95 1.44 -0.1192
F -9.82 1.82 -0.07 -0.1141
F -10.18 1.38 1.97 -0.1628
Se -2.65 -3.45 3.74 1.0452
N -1.78 -1.88 3.56 -0.2153
C -1.81 -1.56 2.31 -0.3803
C -0.92 -0.52 1.79 -0.1027
C -0.17 0.33 2.61 -0.0135
C 0.66 1.29 2.09 -0.0325
C 0.71 1.45 0.71 -0.0924
N -0.08 0.69 -0.08 0.0849
C -0.85 -0.24 0.42 -0.1693
C -1.63 -1.12 -0.55 -0.1356
N -1.46 -0.82 -1.86 0.1200
C -2.19 -1.54 -2.70 -0.1669
C -3.03 -2.57 -2.33 -0.0653
C -3.09 -2.95 -0.99 -0.0095
C -2.37 -2.23 -0.01 -0.1013
C -2.44 -2.47 1.43 -0.3523
N -3.01 -3.54 1.99 -0.2377
H -0.34 0.22 3.71 0.1269
H 1.24 1.92 2.75 0.1133
H 1.28 2.19 0.16 0.0599
H -2.07 -1.27 -3.74 0.1087
H -3.48 -3.07 -3.15 0.0899
H -3.52 -3.90 -0.72 0.1129
C -5.92 0.86 2.65 -0.5160
C -6.28 -0.60 2.75 -0.5643
S -5.85 -1.64 1.35 0.8054
C -6.93 -1.01 0.00 -0.5039
C -6.44 0.26 -0.72 -0.5241
S -4.62 0.41 -0.84 0.8359
C -4.33 2.12 -0.28 -0.5695
C -4.42 2.52 1.14 -0.5996
S -4.14 1.28 2.38 0.8315
H -6.27 1.33 3.57 0.0704
H -6.46 1.32 1.69 0.0749
H -7.41 -0.60 2.94 0.1104
H -5.91 -1.10 3.58 0.0202
H -7.97 -0.66 0.27 0.0743
H -6.97 -1.82 -0.69 0.0309
H -6.82 1.16 -0.36 0.0144
H -6.85 0.12 -1.74 0.0759
H -4.79 2.87 -0.98 0.0928
H -3.21 2.20 -0.64 0.0885
H -5.44 2.90 1.30 0.0676
H -3.68 3.40 1.24 0.1096
C 4.60 -3.51 2.18 -0.3871
As 4.54 -2.90 0.36 1.1125
C 4.46 -4.58 -0.81 -0.3061
C 6.38 -2.36 0.03 -0.4334
C 7.47 -2.83 0.68 -0.1201
C 8.77 -2.45 0.28 -0.0773
C 8.91 -1.43 -0.63 -0.0950
C 7.80 -0.82 -1.15 -0.1371
C 6.53 -1.29 -0.92 -0.3828
As 5.12 -0.27 -1.79 0.7182
C 6.05 1.00 -2.86 -0.2963
C 4.23 0.69 -0.42 -0.2497
H 5.46 -4.01 2.58 -0.0140
H 3.69 -4.16 2.37 0.0335
H 4.51 -2.60 2.88 0.0448
H 3.67 -5.26 -0.48 0.0072
H 5.40 -5.11 -0.54 0.0152
H 4.37 -4.26 -1.82 -0.1113
H 7.36 -3.76 1.26 0.1014
H 9.59 -2.94 0.64 0.0659
H 9.89 -0.95 -0.85 0.1186
H 7.91 -0.07 -1.90 0.0693
H 6.49 1.69 -2.13 0.0425
H 5.25 1.59 -3.31 -0.0031
H 6.70 0.65 -3.66 0.0470
H 4.26 1.73 -0.77 0.0067
H 4.88 0.43 0.45 0.0447
H 3.31 0.13 -0.27 0.0079
Te 3.71 -1.80 -3.21 0.1764
```

Computed properties:
Energy ... -328424.4987 eV
Orbital gap ... 0.210 Eh
HOMO level ... -2.9 eV
Net charge ... -2
Lowest unoccupied orbital energy ... 2.85 eV
Energy relative to the best compared isomer or geometry (same formula, charge and spin) ... 0.0 kJ/mol

No. 10
The following is a DFT calculation (ωB97M-V/def2-TZVPD) of C3H2N2 in the gas phase.

XYZ file:
```
7
Properties=species:S:1:pos:R:3:nbo_charge:R:1
N -2.38 -0.80 -0.02 -0.2532
C -1.25 -0.40 -0.01 0.2693
C -0.03 0.30 -0.03 -0.6333
C 1.27 -0.38 -0.07 0.2786
N 2.42 -0.79 0.00 -0.2694
H -0.14 1.12 -0.76 0.3021
H 0.11 0.95 0.90 0.3059
```

Computed properties:
Energy ... -6121.8282 eV
Orbital gap ... 0.446 Eh
HOMO level ... -11.9 eV
SMILES ... N#CCC#N
Lowest unoccupied orbital energy ... 0.21 eV
Energy relative to the best compared isomer or geometry (same formula, charge and spin) ... 63.4 kJ/mol

No. 11
The following is a DFT calculation (ωB97M-V/def2-TZVPD) of C4H11NO in the gas phase.

XYZ file:
```
17
Properties=species:S:1:pos:R:3:nbo_charge:R:1
C -1.63 -0.43 -1.48 -0.4243
N -0.34 0.27 -1.33 -0.6341
C 0.73 -0.59 -0.76 -0.2246
C 0.41 -0.94 0.73 -0.4432
C 0.73 0.23 1.68 -0.0619
O 0.13 1.46 1.34 -0.6970
H -2.02 -0.47 -0.47 0.2004
H -1.52 -1.38 -2.02 0.1654
H -2.26 0.26 -2.04 0.2071
H 0.02 0.70 -2.17 0.3551
H 1.72 -0.14 -0.76 0.1830
H 0.72 -1.45 -1.43 0.1676
H 0.80 -1.91 1.03 0.2139
H -0.66 -1.12 0.63 0.2015
H 0.43 -0.17 2.65 0.1754
H 1.82 0.36 1.64 0.1491
H 0.81 1.89 0.81 0.4666
```

Computed properties:
Energy ... -7862.7103 eV
Orbital gap ... 0.346 Eh
HOMO level ... -8.4 eV
SMILES ... CNCCCO
Lowest unoccupied orbital energy ... 1.03 eV
Energy relative to the best compared isomer or geometry (same formula, charge and spin) ... 177.8 kJ/mol